# 1
Here is a 2-piece molecular cluster, C3H2O5 overall at a distorted geometry from the OMol25 dataset. Energies are from ωB97M-V/def2-TZVPD.

* total charge: 0
* ΔE to the lowest compared entry with this formula, charge and spin: 170.1 kJ/mol
* SMILES string: O=C=C(O)O.O=C=O

Element x y z (Å)
O  -2.52845  0.75790  -0.38267
O  0.94364  0.33293  0.83060
O  1.55389  -0.26908  -1.35599
O  -1.59245  1.98945  1.30882
O  -0.48767  -2.61492  0.07876
C  -2.03160  1.33561  0.47250
C  0.81519  -0.53172  -0.19900
C  0.07280  -1.59481  -0.06134
H  0.95846  1.35233  0.55405
H  2.29621  -0.75769  -1.24574

# 2
Here is a 2-piece molecular cluster, C5H14O overall at a distorted geometry from the OMol25 dataset. Energies are from ωB97M-V/def2-TZVPD.

* 2S+1: 2
* total charge: +1
* ΔE to the lowest compared entry with this formula, charge and spin: 32.8 kJ/mol

Element x y z (Å)
O  -0.21454  -0.18502  -1.45769
C  1.69769  0.45658  -0.20593
C  -2.45188  0.48231  1.18343
C  1.76903  -1.36523  -2.06472
C  0.89873  -0.72527  -0.91194
C  -1.39393  1.10521  2.08199
H  2.28013  0.06402  0.61822
H  2.67847  -1.75962  -1.61109
H  2.27943  1.08925  -0.88112
H  1.14291  -2.18567  -2.40992
H  -2.16584  0.40324  0.13412
H  -3.39377  1.00229  1.35315
H  -1.14958  2.14236  1.85962
H  2.09240  -0.63659  -2.80161
H  -0.41061  0.62572  1.95451
H  -1.02438  -0.69485  -1.34803
H  -1.61496  1.02064  3.14278
H  0.93051  1.18817  0.05609
H  -2.69425  -0.55175  1.45029
H  0.74445  -1.47579  -0.14216

# 3
Here is a 2-piece molecular cluster, C5H4BrO2S overall at a distorted geometry from the OMol25 dataset. Energies are from ωB97M-V/def2-TZVPD.

* total charge: -1
* ΔE to the lowest compared entry with this formula, charge and spin: 198.7 kJ/mol

Element x y z (Å)
Br  3.01037  0.35101  -0.78384
S  0.15945  1.05475  0.39048
O  -3.31105  1.66911  -0.60932
O  -2.02861  3.14559  -1.72651
C  -2.61675  2.37748  -1.13411
C  0.83177  -1.39865  1.04385
C  0.94161  0.09914  -0.94375
C  0.52143  -0.20465  1.66283
C  0.63695  -1.33734  -0.39464
H  0.83194  -2.36465  1.49221
H  0.27823  0.11481  2.69471
H  1.20042  -1.90359  -1.01884
H  -0.45575  -1.60299  -0.67309

# 4
Here is a 2-piece molecular cluster, CH4NOS overall at a distorted geometry from the OMol25 dataset. Energies are from ωB97M-V/def2-TZVPD.

* total charge: -1
* ΔE to the lowest compared entry with this formula, charge and spin: 39.7 kJ/mol

Element x y z (Å)
S  2.55483  0.06755  -0.75730
O  -2.19822  -0.02906  1.22934
N  -0.61012  -0.10645  -0.35844
C  -1.16001  -0.51231  0.78889
H  -1.02994  0.50910  -1.00774
H  -0.50730  -1.04821  1.49915
H  2.59958  1.32197  -1.00175
H  0.35117  -0.20258  -0.39215

# 5
Here is one molecule with the formula C3H5FOS at a distorted geometry from the OMol25 dataset. Energies are from ωB97M-V/def2-TZVPD.

* total charge: 0
* ΔE to the lowest compared entry with this formula, charge and spin: 229.3 kJ/mol

Element x y z (Å)
S  0.55119  1.13207  0.48378
F  -2.00590  -0.31496  1.07202
O  1.02025  1.52063  -0.83786
C  -1.36233  0.14546  0.00406
C  1.54611  -0.33400  0.96240
C  -1.60713  -0.08469  -1.25728
H  -0.93509  0.33630  -1.98502
H  1.90560  -0.81298  0.06061
H  2.38129  0.06334  1.53523
H  -2.45628  -0.64609  -1.61689
H  0.96231  -1.00509  1.57895

# 6
Here is a 6-piece molecular cluster, C43H45F5N2O3 overall from the OMol25 dataset. Energies are from ωB97M-V/def2-TZVPD.

* E_tot: -68030.778 eV
* total charge: 0
* SMILES string: Cc1ccc(C(C)C)c(OCN(CN)C(=O)O)c1.Fc1ccccc1.Fc1ccccc1.Fc1ccccc1.Fc1ccccc1.Fc1ccccc1

Element x y z (Å)
F  -1.31832  4.89982  2.18776
F  -5.43506  -4.37212  -5.21786
F  -3.75638  0.90453  -4.62483
F  4.53044  -5.97285  1.41716
F  2.92829  5.45335  -0.84162
O  -0.88788  -1.59259  2.56766
O  -0.99649  -0.54442  0.62447
O  1.47644  0.33558  1.57742
N  -0.64746  0.69516  2.56072
N  -2.97228  1.14732  2.58292
C  -6.49317  -6.17740  -4.14368
C  2.48900  -7.05155  4.19585
C  2.75646  2.59814  0.06919
C  -3.85349  -1.42012  -4.28232
C  -3.05470  6.48514  2.07205
C  3.26491  -8.08849  4.69550
C  -2.12426  -2.47989  -2.98810
C  0.81926  6.59194  -3.54130
C  -0.84693  -0.57828  1.94933
C  -2.04924  5.59149  0.06453
C  2.78908  0.20161  1.98781
C  -0.03839  7.43993  -2.85274
C  -6.57016  -7.54362  -3.91630
C  -3.82280  7.21041  -0.09081
C  1.82964  5.92104  -2.86751
C  4.40645  3.68352  1.60448
C  -4.61115  -6.53818  -5.61460
C  -2.90125  6.37196  -0.70316
C  -4.69223  -7.90214  -5.37413
C  4.49381  -1.36088  2.74210
C  3.70531  1.25861  1.97811
C  -3.21929  -0.20947  -4.08636
C  -3.29571  -2.56312  -3.73022
C  -5.67062  -8.40604  -4.52826
C  4.46889  -8.40825  4.08387
C  0.67926  1.25753  2.28072
C  0.11088  7.61592  -1.48372
C  -2.14520  5.66251  1.43916
C  4.11431  -6.66846  2.49372
C  5.41149  -0.31684  2.74375
C  3.28612  2.65868  1.52677
C  -5.51426  -5.70145  -4.99166
C  5.01326  0.96971  2.36943
C  1.95633  6.10987  -1.50606
C  -1.50658  -1.25037  -2.80087
C  -2.05330  -0.10249  -3.35616
C  -1.68682  1.62150  2.09638
C  -3.89662  7.26733  1.29496
C  1.11317  6.94407  -0.79919
C  4.89908  -7.69861  2.97201
C  4.89887  -2.74895  3.13210
C  2.91549  -6.33102  3.09032
C  3.18319  -1.07727  2.36060
H  -0.82324  7.96336  -3.38253
H  -1.58531  0.86435  -3.22719
H  4.08272  4.63689  1.20761
H  1.16687  1.58837  3.19448
H  1.54867  -6.80088  4.66775
H  2.32800  1.63203  -0.17106
H  3.58584  2.78472  -0.60624
H  -3.09875  6.50870  3.15279
H  -1.69284  -3.37356  -2.55619
H  2.93108  -8.64599  5.56030
H  5.25844  3.34034  1.02045
H  2.45641  -1.87830  2.35004
H  4.12993  -3.21981  3.73906
H  5.77075  1.73505  2.38402
H  -1.46295  2.63732  2.40707
H  5.84852  -2.75571  3.65697
H  -4.48382  7.81974  -0.69243
H  -4.76881  -1.46274  -4.85766
H  -5.73256  -9.47030  -4.34538
H  5.02697  -3.38201  2.25468
H  -7.33482  -7.93483  -3.25911
H  -1.76575  1.64667  1.00678
H  5.07758  -9.21341  4.47272
H  -3.08235  1.36557  3.56375
H  -3.86102  -6.12422  -6.27524
H  -3.98820  -8.57192  -5.84893
H  -0.59541  -1.18195  -2.22055
H  1.24248  7.05976  0.26907
H  -3.72576  1.56750  2.05815
H  -0.55575  8.27618  -0.94529
H  2.51205  5.25998  -3.38477
H  -2.84300  6.32380  -1.78223
H  2.48422  2.98548  2.18209
H  -1.25140  -1.43479  0.34943
H  6.44029  -0.49450  3.01617
H  0.70169  6.45051  -4.60720
H  5.83093  -7.93753  2.47698
H  -4.61196  7.92244  1.77336
H  -3.77607  -3.51670  -3.88066
H  1.99508  3.35930  -0.05203
H  2.32716  -5.51463  2.69214
H  0.55103  2.14872  1.65666
H  -7.17927  -5.48642  -3.67238
H  -1.31716  4.93804  -0.39219
H  4.76005  3.79354  2.62738